(1)
CH2N2O3S | ωB97M-V with the def2-TZVPD basis set

Last column: Mulliken charge in e.
CARTESIAN COORDINATES (ANGSTROEM)
C: 1.12423 -0.09522 0.09913  -0.229
N: 0.72909 1.28949 -0.05541  -0.170
N: -0.47027 1.31267 -0.26362  -0.071
O: -1.65952 -0.40538 1.15720  -0.498
O: -2.03373 -0.43677 -1.35509  -0.497
O: 0.18927 -1.05167 -0.33786  -0.308
S: -1.26066 -0.21318 -0.19682  1.101
H: 2.22018 -0.18970 -0.20573  0.319
H: 1.16140 -0.21024 1.15821  0.354

Values from the calculation:
ΔE to the lowest compared entry with this formula, charge and spin, kcal/mol: 45.3
Energy, eV: -21024.458
Gap between HOMO and LUMO, eV: 10.39
Largest force on an atom, eV/Å: 3.55
LUMO energy, eV: -0.61


(2)
CH2N2O3S | ωB97M-V with the def2-TZVPD basis set

Last column: Mulliken charge in e.
CARTESIAN COORDINATES (ANGSTROEM)
C: -0.31252 0.40654 0.53334  0.057
N: 2.06404 -0.56887 -0.54073  0.037
N: 1.84452 -0.82610 0.50420  -0.045
O: -1.01498 -1.34649 -1.26761  -0.459
O: -1.70112 0.33887 0.64506  -0.411
O: 0.25881 1.23380 -0.40049  -0.432
S: -0.99731 -1.17900 0.13679  0.481
H: 0.23486 0.47747 1.50989  0.440
H: -0.37631 1.46378 -1.12044  0.333

Values from the calculation:
ΔE to the lowest compared entry with this formula, charge and spin, kcal/mol: 13.2
Energy, eV: -21025.853
Gap between HOMO and LUMO, eV: 10.36
Largest force on an atom, eV/Å: 2.75
LUMO energy, eV: 0.41